Record 1
Density functional theory data (ωB97M-V with the def2-TZVPD basis set) for a 10-piece molecular cluster, C28H80N4O10 overall in a non-equilibrium geometry.

XYZ file:
```
122
Properties=species:S:1:pos:R:3:lowdin_charge:R:1
H -2.86 0.69 1.39 0.05
H 8.06 -3.88 -2.94 0.10
H -7.17 -2.45 -0.10 0.07
C -3.07 2.02 3.09 -0.31
O 2.77 2.86 1.47 -0.05
H -3.50 3.43 -2.10 0.12
O 8.12 -4.97 -1.28 -0.10
O -3.11 3.01 2.08 -0.10
C 6.25 -3.54 -1.84 -0.10
H 5.90 -2.87 -2.63 0.08
H 4.01 3.10 2.98 0.11
C -2.67 6.11 -2.18 -0.07
N -0.43 3.58 2.17 0.05
H -2.21 3.31 1.97 0.00
H -0.16 3.23 3.08 0.08
H 0.32 -3.34 -2.17 0.12
C 7.30 -4.45 -2.40 -0.30
H 6.79 -2.91 -1.12 0.08
H 4.37 -2.04 3.34 0.08
C 0.08 5.41 0.62 -0.04
H 4.20 -4.07 6.10 0.07
H -2.40 -5.70 0.79 0.12
C -3.75 5.36 -3.01 -0.40
H 0.85 -2.02 0.77 0.11
C 3.16 -2.80 4.93 -0.29
H -1.49 1.78 -4.46 0.08
H -1.51 -0.64 0.72 0.05
H 2.22 1.82 3.72 0.08
O 3.99 -3.95 5.17 -0.10
H 0.17 3.02 1.58 0.05
O -0.28 -3.88 -4.15 -0.18
H 0.74 4.71 0.10 0.07
H 3.43 -1.98 5.61 0.11
H 3.20 3.66 1.14 0.10
H 2.69 -1.79 3.07 0.05
H 2.12 -3.11 5.08 0.10
H -2.68 5.75 -1.15 0.06
C 1.05 -0.96 0.58 -0.22
C 1.66 -4.72 -3.32 -0.43
H 3.34 -3.69 -2.40 0.05
H 3.36 -3.33 2.74 0.08
N 2.34 -4.80 -4.63 0.05
H 2.88 -3.95 -4.70 0.06
H -0.68 7.02 2.69 0.12
H 2.63 -1.59 -1.40 0.07
H -0.40 1.62 0.07 0.05
H 7.04 -5.17 -3.18 0.11
H 2.39 -4.68 -1.32 0.07
H 0.40 5.93 6.05 0.09
C -3.33 0.68 2.38 -0.09
H -4.96 5.40 -1.39 0.06
H -1.99 -3.00 -5.08 0.09
H -4.74 -2.76 -0.63 0.08
H 1.16 5.38 4.60 0.07
H 5.49 -4.12 -1.33 0.07
H -2.99 -0.20 2.94 0.07
N -1.24 -0.99 -0.19 0.07
H -5.03 6.74 -2.28 0.06
H -1.94 -4.94 -1.67 0.07
H -2.40 -3.21 -1.30 0.05
O -0.79 5.83 4.28 -0.17
H -3.09 1.88 -5.11 0.08
H -1.68 5.96 -2.62 0.07
H 1.65 -4.54 -5.31 0.06
O -5.02 -2.43 1.28 -0.09
C -0.85 5.98 2.95 -0.24
H 0.55 6.40 0.59 0.09
C 3.05 1.31 3.23 -0.08
O 2.43 -0.74 0.47 -0.18
H -2.79 7.19 -2.07 0.07
H -1.88 5.99 2.60 0.13
H -6.91 -0.76 0.18 0.06
H 1.10 -5.64 -3.15 0.14
H -2.93 -4.10 1.11 0.09
H 0.97 1.55 -0.94 0.07
H 2.97 -2.71 0.01 0.08
H -1.21 -1.96 0.09 0.04
C -1.39 -3.02 -4.17 -0.11
H -0.68 1.28 -1.58 0.06
C 0.01 1.06 -0.76 -0.02
C 0.03 4.99 2.08 -0.38
C 3.40 -2.52 3.47 -0.10
H 4.09 -1.64 -0.71 0.08
H -6.68 -1.44 -1.45 0.06
O -2.46 3.42 -3.88 -0.18
C -6.53 -1.61 -0.38 -0.07
C -5.02 -1.91 -0.01 -0.31
C 2.80 -4.64 -2.33 -0.08
H -5.04 -1.68 1.88 0.06
C 0.08 -0.53 -0.55 -0.38
H -1.05 -2.02 -3.91 0.09
C -2.51 2.02 -4.19 -0.11
H 1.04 4.89 2.47 0.11
O -0.92 -4.27 0.82 -0.10
H 0.49 -0.91 -1.48 0.11
H 3.57 -5.41 -2.39 0.08
H -3.52 -4.56 -1.15 0.07
C 0.43 6.10 4.97 -0.07
H -3.92 5.83 -3.98 0.14
H 1.30 -2.67 -3.37 0.12
H -0.48 -5.11 0.95 0.08
H -4.53 3.47 -3.48 0.12
C 0.71 -3.57 -3.16 -0.19
H -4.40 0.52 2.23 0.06
H -0.91 5.31 0.18 0.07
H -2.12 1.96 3.63 0.09
C 3.05 -1.71 -0.40 -0.08
H -2.12 -3.30 -3.42 0.06
C -2.48 -4.26 -1.01 -0.09
H 2.68 0.47 2.63 0.05
H 4.52 1.89 1.88 0.12
C 3.63 2.29 2.36 -0.41
H 0.71 7.13 4.77 0.09
C -2.24 -4.66 0.48 -0.28
H -3.78 2.02 3.91 0.10
C -3.58 3.85 -3.10 -0.21
H -2.85 1.36 -3.40 0.08
H 0.67 -0.55 1.51 0.12
H 3.79 0.98 3.95 0.09
H 8.43 -5.82 -1.62 0.07
H -4.29 -1.13 -0.18 0.10
N -5.02 5.73 -2.34 0.01
```

Output
energy relative to the best compared isomer or geometry (same formula, charge and spin)	83.3	kcal/mol
frontier orbital gap	9.516	eV
electronic energy	-56761.9901	eV
LUMO level	0.41	eV
HOMO	-0.3345	hartree
charge	0

=====

Record 2
Density functional theory data (ωB97M-V with the def2-TZVPD basis set) for a 2-piece molecular cluster, C2H6OSSi overall in a non-equilibrium geometry.

XYZ file:
```
11
Properties=species:S:1:pos:R:3:lowdin_charge:R:1
C 0.92 0.75 -1.53 -0.22
H 1.52 1.57 -1.16 0.03
H 1.08 0.54 -2.57 0.03
C -1.13 -1.06 1.50 0.07
S 1.82 -2.72 -1.07 0.55
H -0.03 1.18 -1.27 0.00
Si 1.29 -0.80 -0.49 0.31
H -1.64 -0.75 0.67 -0.07
H -1.29 -2.10 1.63 -0.02
O 2.88 -1.27 -0.51 -0.63
H -0.65 -0.45 2.22 -0.04
```

Output
energy relative to the best compared isomer or geometry (same formula, charge and spin)	86.3	kcal/mol
frontier orbital gap (spin up / spin down)	7.516 / 7.853	eV
electronic energy	-22928.1187	eV
LUMO level (spin up / spin down)	-0.46 / -0.98	eV
HOMO (spin up / spin down)	-0.2931 / -0.3247	hartree
charge	0

=====

Look up the charge of the second one. 0

=====

Number 2 is which compound? C2H6OSSi

=====

Which value of electronic energy does entry 1 give? -56761.9901 eV